The following is a DFT calculation (ωB97M-V/def2-TZVPD) of an isolated molecule of C5H12N2O at a distorted geometry.

ORCA input file:
```
! RIJCOSX wB97M-V def2-TZVPD def2/J DEFGRID3
* xyz 0 1
C -0.941 -0.142 1.801
C -0.735 0.400 0.315
N -0.750 1.863 0.380
C 0.490 -0.249 -0.416
C 0.072 -1.505 -1.220
C 1.177 0.737 -1.385
N 1.553 -0.571 0.647
O 1.522 -1.723 1.075
H -0.130 0.065 2.507
H -1.798 0.370 2.253
H -1.180 -1.209 1.766
H -1.647 0.129 -0.230
H -1.609 2.187 0.824
H 0.021 2.203 0.952
H 0.387 -2.458 -0.787
H -1.014 -1.568 -1.347
H 0.489 -1.489 -2.234
H 0.482 1.096 -2.150
H 1.590 1.605 -0.856
H 2.023 0.261 -1.895
*
```

Values from the calculation:
ΔE to the lowest compared entry with this formula, charge and spin ... 357.0 kJ/mol
Highest occupied orbital energy ... -9.07 eV
Structure (SMILES) ... C[C@@H](N)C(C)(C)N=O
Molar mass ... 116.16 g/mol

The following is a DFT calculation (ωB97M-V/def2-TZVPD) of an isolated molecule of C5H12N2O.

ORCA input file:
```
! RIJCOSX wB97M-V def2-TZVPD def2/J DEFGRID3
* xyz 0 1
C 2.561 -0.107 1.498
N 1.506 -0.557 0.605
C 0.248 0.128 0.837
C -0.791 -0.276 -0.204
C -2.215 -0.212 0.366
N -0.653 0.596 -1.374
C -0.737 0.135 -2.647
O -0.709 -1.034 -2.958
H 2.705 0.985 1.484
H 2.345 -0.443 2.507
H 3.507 -0.565 1.188
H 1.754 -0.403 -0.369
H -0.105 -0.147 1.829
H 0.394 1.228 0.814
H -0.555 -1.282 -0.530
H -2.337 0.610 1.074
H -2.938 -0.036 -0.437
H -2.456 -1.143 0.879
H -0.670 1.583 -1.171
H -0.854 0.940 -3.390
*
```

Values from the calculation:
ΔE to the lowest compared entry with this formula, charge and spin ... 106.5 kJ/mol
Highest occupied orbital energy ... -9.05 eV
Structure (SMILES) ... CNC[C@@H](C)NC=O
Molar mass ... 116.16 g/mol

The following is a DFT calculation (ωB97M-V/def2-TZVPD) of an isolated ion of composition C5H12N2O and charge +1 at a distorted geometry.

ORCA input file:
```
! RIJCOSX wB97M-V def2-TZVPD def2/J DEFGRID3
* xyz 1 2
N 1.776 0.406 -1.723
C 0.480 0.343 -0.874
C -0.347 1.626 -0.980
C 0.646 0.160 0.632
N -0.366 -0.432 1.402
C -1.029 -1.661 0.843
C -2.135 -1.281 -0.186
O 1.474 0.786 1.317
H 1.472 0.673 -2.621
H 2.347 1.211 -1.350
H -0.093 -0.422 -1.234
H -1.410 1.661 -0.562
H -0.347 1.848 -2.012
H 0.147 2.473 -0.467
H -0.171 -0.403 2.398
H -1.623 -2.000 1.796
H -0.480 -2.510 0.522
H -1.968 -0.345 -0.691
H -2.089 -2.149 -0.940
H -3.137 -1.266 0.274
*
```

Values from the calculation:
ΔE to the lowest compared entry with this formula, charge and spin ... 205.2 kJ/mol
⟨S²⟩ ... 0.7658
Highest occupied orbital energy (spin up / spin down) ... -14.45 / -14.34 eV
Molar mass ... 116.16 g/mol

The following is a DFT calculation (ωB97M-V/def2-TZVPD) of a 2-piece molecular cluster, C5H12N2O overall at a distorted geometry.

ORCA input file:
```
! RIJCOSX wB97M-V def2-TZVPD def2/J DEFGRID3
* xyz 1 2
C 1.145 -1.561 1.501
C 1.694 -0.862 0.257
C 1.039 0.431 0.024
C 0.787 1.029 -1.159
N 0.147 2.222 -1.423
C -0.985 2.622 -1.015
N -0.283 -1.359 1.815
H 1.700 -1.366 2.414
H 1.225 -2.646 1.398
H 2.767 -0.672 0.430
H 1.592 -1.454 -0.655
H 0.748 0.974 0.924
H 1.088 0.660 -2.140
H -1.712 2.142 -0.369
H -1.225 3.605 -1.423
H -0.454 -0.469 2.256
H -0.869 -1.563 1.008
H -3.531 -0.163 -1.282
H -2.137 -0.955 -1.622
O -2.737 -0.616 -0.937
*
```

Values from the calculation:
ΔE to the lowest compared entry with this formula, charge and spin ... 216.3 kJ/mol
⟨S²⟩ ... 0.7628
Highest occupied orbital energy (spin up / spin down) ... -12.98 / -12.93 eV
Molar mass ... 116.16 g/mol

The following is a DFT calculation (ωB97M-V/def2-TZVPD) of a 2-piece molecular cluster, C5H12N2O2 overall at a distorted geometry.

ORCA input file:
```
! RIJCOSX wB97M-V def2-TZVPD def2/J DEFGRID3
* xyz 0 1
C 1.546 1.644 1.893
C -1.503 -0.113 1.144
C -0.967 0.184 -1.375
C -0.840 -2.216 -0.356
C -1.169 -0.728 -0.221
N 1.845 0.665 -1.373
N 1.913 0.334 -0.012
O 1.507 2.721 2.430
O 1.650 1.551 0.629
H 1.225 0.737 2.382
H -1.277 -0.791 1.996
H -0.937 0.768 1.344
H -2.561 0.044 1.075
H 0.042 0.674 -1.465
H -1.611 0.995 -1.295
H -1.294 -0.207 -2.278
H -1.553 -2.730 0.263
H -0.768 -2.517 -1.388
H 0.144 -2.389 -0.020
H 2.232 -0.152 -1.979
H 2.377 1.526 -1.395
*
```

Values from the calculation:
ΔE to the lowest compared entry with this formula, charge and spin ... 697.0 kJ/mol
Highest occupied orbital energy (spin up / spin down) ... -6.76 / -8.95 eV
Molar mass ... 132.16 g/mol

The following is a DFT calculation (ωB97M-V/def2-TZVPD) of a 2-piece molecular cluster, C5H12N2O2 overall at a distorted geometry.

ORCA input file:
```
! RIJCOSX wB97M-V def2-TZVPD def2/J DEFGRID3
* xyz 0 1
C -1.952 -0.254 -1.225
C -1.379 -0.640 0.104
O -1.734 -1.569 0.815
N -0.477 0.340 0.689
C -0.591 1.772 0.462
O -0.230 0.059 2.045
H -2.644 0.579 -1.105
H -1.151 0.050 -1.900
H -2.486 -1.110 -1.629
H -0.298 1.978 -0.566
H -1.609 2.115 0.650
H 0.090 2.271 1.146
H -0.714 -0.794 2.159
H 2.243 0.684 -1.598
N 1.285 0.391 -1.414
C 1.189 -0.454 -0.452
C 2.302 -0.929 0.444
H 0.422 -1.315 -0.631
H 1.907 -1.341 1.371
H 2.975 -0.108 0.691
H 2.853 -1.725 -0.055
*
```

Values from the calculation:
ΔE to the lowest compared entry with this formula, charge and spin ... 412.2 kJ/mol
Highest occupied orbital energy ... -8.35 eV
Structure (SMILES) ... CC(=O)N(C)O.[H]/N=C\C
Molar mass ... 132.16 g/mol

The following is a DFT calculation (ωB97M-V/def2-TZVPD) of a 3-piece molecular cluster, C5H12N2O2 overall at a distorted geometry.

ORCA input file:
```
! RIJCOSX wB97M-V def2-TZVPD def2/J DEFGRID3
* xyz 0 1
C 1.192 3.300 -0.420
C 0.129 3.014 0.585
O -0.778 2.226 0.427
H 1.174 2.577 -1.232
H 2.163 3.280 0.072
H 1.038 4.304 -0.815
H 0.169 3.642 1.490
C -1.348 -3.539 0.068
C -0.440 -2.411 -0.397
N -1.182 -1.162 -0.382
O -0.341 -0.103 -0.861
H -0.782 -4.465 0.142
H -2.170 -3.692 -0.633
H -1.766 -3.303 1.046
H 0.397 -2.302 0.297
H -0.030 -2.636 -1.393
H -1.960 -1.226 -1.038
H -0.656 0.758 -0.401
C 1.786 0.533 1.134
N 2.227 1.135 2.000
H 1.180 0.070 0.311
*
```

Values from the calculation:
ΔE to the lowest compared entry with this formula, charge and spin ... 375.3 kJ/mol
Highest occupied orbital energy ... -9.04 eV
Structure (SMILES) ... CC=O.CCNO.C#N
Molar mass ... 132.16 g/mol

The following is a DFT calculation (ωB97M-V/def2-TZVPD) of an isolated molecule of C5H12N2O2 at a distorted geometry.

ORCA input file:
```
! RIJCOSX wB97M-V def2-TZVPD def2/J DEFGRID3
* xyz 0 1
C -0.401 1.701 3.172
O -0.013 0.495 2.517
N -0.357 0.693 1.150
N 0.446 -0.302 0.457
O 1.217 -1.038 1.034
C 0.164 -0.486 -0.937
C -1.002 -1.496 -0.963
C -0.288 0.848 -1.556
C 1.402 -1.052 -1.613
H -1.457 1.946 2.934
H 0.185 2.507 2.785
H 0.054 1.559 4.270
H -1.598 -1.318 -1.785
H -0.701 -2.510 -1.093
H -1.531 -1.439 -0.062
H -0.864 0.662 -2.417
H 0.508 1.469 -1.872
H -0.941 1.446 -0.931
H 1.653 -1.966 -1.018
H 1.261 -1.297 -2.603
H 2.264 -0.420 -1.469
*
```

Values from the calculation:
ΔE to the lowest compared entry with this formula, charge and spin ... 625.3 kJ/mol
Highest occupied orbital energy (spin up / spin down) ... -8.57 / -8.56 eV
Structure (SMILES) ... CO/N=[N+](\[O-])C(C)(C)C
Molar mass ... 132.16 g/mol